Record 1
Molecular formula: C24H96N48O24
Method: DFT, wB97M-V/def2-TZVPD

The geometry in XYZ format:
```
192
Properties=species:S:1:pos:R:3:forces:R:3
O 3.4732 2.6768 3.8821 1.0 0.3 -0.5
O 0.1893 -6.1780 -1.0213 0.0 -0.7 0.2
O 0.1316 -1.4001 4.0575 1.0 1.4 -1.5
O 8.7103 -0.1237 -1.6412 2.6 0.4 0.7
O 3.1672 1.3260 -0.3830 -2.4 3.1 -2.5
O -1.3128 3.5880 2.8584 1.3 -0.1 0.1
O -5.3790 5.1254 4.3532 0.5 0.6 -0.7
O -0.3535 -2.5117 -3.0086 -0.8 0.0 -0.3
O -3.4547 -2.1863 -2.6514 0.6 1.8 1.6
O 4.7744 5.8457 -1.2877 1.9 -0.1 0.7
O 1.9561 7.2829 0.8754 0.4 -0.4 -0.2
O 3.3234 -2.3027 -2.5232 0.1 3.1 0.6
O 5.2065 1.2563 -4.9622 -1.1 -0.4 0.5
O -3.1913 5.9115 0.4583 0.5 0.6 1.0
O -1.2910 0.6086 1.0124 0.1 0.3 -0.4
O 4.6826 -3.8358 -5.3444 0.1 -0.2 -1.0
O -3.3969 -4.3996 5.9230 -3.0 -1.0 2.6
O -3.4653 -7.7675 -0.2188 -1.8 -6.1 -0.7
O 0.1149 1.8988 -3.8559 1.5 -2.0 -0.3
O -3.1295 0.0887 6.7205 -1.8 -1.7 0.3
O -4.2341 2.3776 -2.6294 3.0 3.2 -3.1
O -5.9090 0.9662 2.5135 0.5 -0.2 -0.4
O -0.7959 -2.6872 0.6807 3.4 0.7 -1.8
O 0.9483 -5.5884 3.8621 0.5 2.2 6.4
N 2.9830 1.4685 -4.4618 -5.3 -2.1 -2.4
N -1.9633 -4.8884 4.4105 2.6 -3.4 -3.8
N -1.2198 1.0046 6.3217 2.2 0.9 0.1
N -6.0544 2.1789 -1.3757 -6.1 5.1 2.3
N 0.4334 6.9955 2.4512 -3.0 2.3 9.8
N 2.9993 -4.3178 -3.2588 -0.2 -3.5 -1.9
N 2.7383 5.1965 -1.5884 -5.0 -3.2 0.6
N 4.9901 3.8000 2.5438 0.8 -0.7 0.2
N 4.5486 -2.3923 -7.0827 0.6 -0.9 -3.1
N 2.9389 4.5481 2.8327 -2.3 3.9 -1.0
N 2.7233 -3.9768 -1.1199 -0.1 0.9 1.9
N -2.4745 -6.1950 0.8699 4.3 1.5 5.9
N -3.7518 1.5317 1.9970 0.3 -0.3 -0.4
N 0.3627 1.9566 0.2608 0.3 4.4 0.5
N -2.4551 0.4758 4.5737 -0.8 -0.3 -2.2
N -1.8132 -2.8968 5.4770 0.6 -0.7 -0.3
N 0.0360 6.0826 0.7198 -3.2 -3.7 -4.3
N -1.5047 3.3069 -3.5713 -3.2 1.1 0.8
N -2.2684 -2.7296 2.2415 -2.2 0.3 4.2
N 0.1673 2.5698 4.2084 2.4 -5.0 1.5
N -2.9415 -3.0731 0.1818 -1.5 0.2 -1.1
N -1.3663 -0.6383 -3.7924 -1.4 0.3 -0.5
N 0.4918 4.1156 -4.0585 1.7 1.0 -0.5
N 0.9920 -6.7776 2.1065 2.2 -6.8 -2.0
N 0.3960 -0.0991 -0.2428 1.5 -4.2 -2.3
N -2.8938 -3.8691 -3.9707 2.9 -2.7 -2.0
N -4.4820 4.1061 0.4743 -3.7 -3.2 3.1
N -3.5098 -5.6865 -0.8358 -2.6 4.4 -5.6
N 0.4350 -7.3905 -2.9580 -0.3 -1.6 -0.4
N 0.8546 -0.8207 -3.6605 3.2 3.1 -1.0
N -4.8709 0.4901 -1.7567 1.7 -3.4 -0.3
N 4.3656 2.1522 -3.1253 4.2 3.7 6.5
N 0.2462 -4.9154 1.8137 -2.2 5.7 -2.5
N -4.9498 -3.0385 -4.0254 -2.5 1.3 -0.1
N -0.2097 4.6292 4.5058 0.9 2.7 2.2
N 3.5450 6.9258 -2.7832 0.0 1.1 -1.2
N 6.6067 -0.2842 -2.0658 -5.4 -0.6 -0.1
N 3.9357 -0.7968 -0.3571 -0.6 -1.1 -1.9
N -4.3095 -0.6073 2.3791 1.8 -3.1 -0.2
N 4.1528 0.4334 1.3847 0.4 0.8 1.8
N 4.0332 -1.7379 -5.0916 -1.6 3.3 1.4
N -0.2192 -5.3237 -3.0087 -1.8 2.0 -1.6
N -3.2220 4.4719 -1.2178 1.0 -2.1 -2.6
N 7.9899 -0.7807 -3.6743 1.0 -1.2 -3.5
N 1.8062 0.1297 3.7020 0.8 3.4 1.5
N 1.6558 -1.5603 2.3759 0.8 -1.4 -2.3
N -4.1249 3.1798 4.5457 1.0 0.5 -0.1
N -6.3174 3.0799 4.5529 -1.8 -0.4 0.0
C -5.2663 3.9187 4.4085 -0.2 -1.0 1.7
C -2.3279 0.4413 5.8874 -1.0 0.6 1.4
C 3.7975 3.6445 3.1562 0.7 -3.5 1.4
C 3.7223 5.9614 -1.8746 2.6 1.7 0.5
C -3.5749 4.8518 -0.0209 2.2 5.1 -0.2
C 4.4051 -2.7244 -5.8406 0.3 -2.0 3.6
C -0.2730 3.0419 -3.8209 0.7 0.3 -0.4
C 2.9783 -3.4469 -2.3012 0.8 -0.7 -0.3
C -3.1448 -6.6557 -0.0806 -1.0 0.0 -1.1
C -5.0108 1.7848 -1.9794 -0.1 -5.1 0.7
C 3.7076 0.4125 0.1293 2.0 -1.9 2.6
C -0.2600 0.8212 0.3341 -2.6 0.3 2.8
C 1.0780 -0.9265 3.3775 -1.3 -2.7 2.2
C 0.8984 6.8300 1.3061 4.9 0.9 -4.4
C 0.0356 -6.3481 -2.2418 2.2 1.1 2.8
C -4.7373 0.6413 2.2809 -2.1 2.3 0.0
C 4.2549 1.5032 -4.1867 1.6 -1.1 -5.2
C -1.9457 -2.7601 1.0086 0.4 -0.6 -1.5
C 0.7654 -5.6705 2.7183 -0.4 -1.3 -2.6
C 7.8535 -0.3532 -2.4548 1.0 0.6 3.4
C -0.2924 -1.3454 -3.4828 -1.5 -4.3 1.9
C -3.6834 -2.9359 -3.5715 -2.4 -1.1 0.4
C -2.3909 -4.1337 5.3497 -0.9 4.4 1.6
C -0.4833 3.5794 3.7937 -4.4 1.7 -4.8
H 5.2160 -3.0711 -7.4203 0.1 0.7 -1.5
H 2.7718 4.5752 -0.7928 0.4 0.3 -0.1
H 0.9091 7.1594 3.3270 0.4 0.6 -0.7
H -6.1969 2.1564 4.9436 0.0 0.3 -0.3
H 2.5488 1.0318 -5.2623 0.6 -0.2 0.0
H -5.5476 -2.4417 -3.4717 -0.1 0.0 -0.4
H 0.7279 0.1763 -3.7612 1.1 0.2 -0.1
H -6.7083 1.7159 -0.7607 0.8 -0.8 -0.1
H -4.0735 0.0699 -2.2124 -0.1 -0.5 0.3
H 3.4682 -0.9538 -1.2385 0.8 -1.0 -0.4
H -3.0215 -4.8028 -0.8618 -0.5 -0.6 0.2
H -0.4561 5.5640 4.2133 -0.3 -0.4 0.7
H -1.1415 -2.6376 4.7687 0.2 0.6 0.9
H 0.0064 2.6703 0.8803 0.2 0.4 -0.3
H 1.7958 5.4486 -1.8495 0.3 0.0 -0.1
H 5.7021 3.1110 2.7396 0.0 0.4 -0.2
H -5.5669 -0.1128 -1.3417 0.3 0.3 -0.1
H 4.7339 -1.3224 -0.0305 -0.4 -0.2 -0.5
H -3.8606 -2.8437 0.5321 -0.1 -0.2 -0.6
H -0.0137 -1.0055 -0.0677 0.6 -0.7 -0.3
H 1.3758 0.0881 -0.4009 -0.3 -0.6 -0.2
H 0.4035 1.7798 3.6252 -0.2 0.0 -0.1
H 4.6636 -0.3953 1.6537 0.1 0.8 0.9
H -4.1531 2.2046 4.2844 0.2 0.4 0.1
H -1.9714 -3.9988 -3.5804 0.0 0.6 0.1
H -2.3812 -5.8078 4.4270 0.1 0.1 -0.1
H -0.1376 -4.3928 -2.6256 -0.2 0.4 -0.3
H -0.5746 6.9886 2.5146 0.2 0.1 0.5
H 0.1280 5.0533 -3.9665 0.1 -0.3 -0.3
H 3.7636 -1.8099 -4.1209 0.1 -0.5 0.1
H 0.0310 5.7806 -0.2440 0.2 0.5 0.3
H -0.7084 5.7257 1.3017 -0.2 -0.4 -0.8
H -2.2198 -1.1723 -3.7115 -0.1 0.6 0.2
H -0.6809 1.3999 5.5645 0.8 -0.1 1.2
H -3.3599 -0.8441 2.1293 0.2 0.5 0.0
H 0.9783 -6.8756 1.1013 -0.1 -0.2 0.3
H -0.1026 -3.9755 1.9366 0.3 -0.1 0.2
H -1.7801 4.2775 -3.6166 -0.7 -0.6 0.0
H -2.1604 -6.8849 1.5373 0.6 0.7 0.1
H 4.3398 7.5479 -2.8211 -0.4 0.0 -0.4
H 3.2195 -5.2341 -2.8955 -0.5 -0.3 -0.2
H 3.7510 -0.9019 -5.5831 0.2 0.1 0.6
H 5.2987 2.5387 -3.1174 0.1 0.1 1.2
H 7.3153 -0.5065 -4.3741 0.2 -0.2 0.0
H -3.2280 3.6442 4.5565 -0.3 -0.1 -0.4
H 2.7625 6.9945 -3.4180 0.4 0.1 0.3
H 2.6494 0.4254 3.2311 -0.3 -0.3 -0.2
H 1.6880 -1.2307 -3.2636 -0.2 -0.1 0.1
H 4.4492 -1.4088 -7.2897 0.8 -0.5 -0.7
H 6.0244 -0.9518 -2.5511 -0.5 0.4 -0.1
H 2.3028 1.5677 -3.7218 0.1 0.4 -0.1
H -0.9832 -4.8714 4.1669 0.2 -0.2 0.1
H -5.4080 -3.4540 -4.8239 0.9 -0.2 0.1
H -4.7406 3.2336 0.0364 -0.3 0.3 0.2
H 1.2572 -7.5766 2.6645 0.2 0.2 -0.2
H 4.0633 1.3070 1.8838 0.6 -0.2 0.5
H -4.2870 -5.7819 -1.4738 0.5 -0.3 0.0
H 3.3645 5.3475 2.3855 -0.6 0.4 -0.2
H 1.2545 3.9473 -4.6990 0.2 0.3 0.3
H 3.0017 -3.3523 -0.3765 -0.9 -0.6 0.5
H 1.1509 2.0945 -0.3555 -0.1 0.1 0.4
H -1.7811 0.9716 4.0081 -0.3 -0.3 -0.1
H 8.8859 -1.1802 -3.9146 -0.2 0.5 -0.3
H -2.7851 -3.0083 -0.8139 0.0 0.8 -0.1
H -2.2254 -2.2589 6.1429 0.1 0.0 -0.3
H 6.2122 -0.0476 -1.1667 1.2 0.3 -0.2
H 3.6189 -4.1688 -4.0423 0.2 0.7 -0.9
H -1.2960 0.2963 -4.1687 -0.1 -0.3 0.1
H -4.7888 -1.4513 2.6584 -0.9 1.0 0.2
H 2.1341 -4.7956 -1.0711 0.0 0.1 0.7
H 2.5034 -1.1620 1.9976 -0.3 -0.3 -0.2
H -7.2517 3.4594 4.6100 0.4 0.1 -0.1
H -2.5351 4.9095 -1.8151 -0.3 -0.1 0.8
H -3.2132 -3.0165 2.4538 0.5 -0.2 0.8
H 0.7284 -8.2352 -2.4884 -0.6 -0.1 -0.4
H 5.1288 4.5411 1.8718 0.3 -0.3 0.1
H -3.4713 3.4971 -1.3063 0.7 0.3 -1.6
H -6.4705 3.0554 -1.6562 0.4 0.3 0.0
H -0.3025 -5.4840 -4.0024 0.4 0.7 0.2
H -1.5768 -2.6382 2.9719 -0.2 0.3 -0.1
H -2.1558 -5.2421 0.7673 0.3 -0.5 1.1
H 1.6750 0.6854 4.5351 -0.2 -0.7 0.0
H 0.6667 2.6837 5.0789 0.6 -0.4 -0.6
H -0.0643 -7.3220 -3.8332 0.7 -1.6 -0.2
H -3.3144 0.1743 4.1371 0.3 -0.1 0.2
H -3.1145 -4.4265 -4.7836 -0.1 0.1 0.3
H -2.1220 2.5439 -3.3327 -0.5 0.5 0.2
H 1.3135 -2.4260 1.9841 -0.2 0.3 0.2
H -1.0335 0.8179 7.2967 0.6 0.5 -0.4
H 3.7853 2.2353 -2.3028 -0.1 -0.1 -0.4
H 0.1926 -5.2190 0.8519 -0.1 0.0 0.1
H -4.9035 4.3413 1.3615 0.1 0.1 0.0
H 0.1303 4.2854 5.3925 0.1 2.0 0.4
H 2.1675 4.7825 3.4410 0.0 -0.5 -0.1
H -2.8545 1.1701 1.7069 0.4 0.1 -0.2
H -3.9114 2.4885 1.7155 -0.4 -0.3 0.5
```
Forces are in eV/Å.

## Properties
DFT total energy   -5406.7733 hartree
E_HOMO   -8.7 eV
Multiplicity   1
M   1441.34 g/mol

Mulliken atomic charge list, values in e, 2 entries: atom 1 (O): -0.75, atom 2 (O): -0.56

=====

Record 2
Molecular formula: C14H26BN2O8P2
Method: DFT, wB97M-V/def2-TZVPD

The geometry in XYZ format:
```
53
Properties=species:S:1:pos:R:3:forces:R:3
P -3.7136 1.0372 -0.9773 -0.5 -2.6 -1.1
P -4.9492 0.6297 0.8193 -4.6 1.3 -0.1
O -0.9470 2.0655 -1.0678 1.8 0.9 1.4
O 1.4391 1.7264 -0.8008 -1.5 0.5 0.0
O -4.6045 -1.0024 1.3679 -0.1 2.0 -1.4
O -1.8438 1.1787 0.9027 2.1 -0.9 0.2
O -4.5823 1.6872 2.1602 -0.1 -3.4 -0.6
O -6.5042 0.8611 0.4800 5.3 -1.2 1.2
O 4.3822 -2.0821 -0.4617 -0.8 -1.4 0.8
O 3.0285 -2.8822 1.0683 1.7 -0.6 -1.3
N -2.1415 4.6918 -0.4020 -2.6 0.8 -0.6
N 3.7868 -3.0150 0.0961 -0.3 1.4 0.7
C -2.9118 3.4799 0.0736 0.2 0.3 1.7
C 4.8538 -4.5688 -1.5175 -0.1 0.0 0.1
C -0.5313 -0.7336 -0.2063 0.4 -0.5 -0.1
C 3.9891 -4.3691 -0.4331 0.1 -1.0 -0.4
C 3.4840 -6.7311 -0.3797 0.2 0.3 -0.2
C 4.3388 -6.9317 -1.4647 0.0 0.1 0.0
C -0.4628 0.6174 0.7284 -1.1 1.0 -0.8
C 3.3063 -5.4489 0.1435 0.1 0.1 -0.1
C -3.2150 5.7665 -0.6719 1.3 0.7 -0.9
C 0.1627 1.9511 -0.0642 -0.4 -0.1 -1.2
C 0.8987 -1.5677 -0.2868 -1.0 -0.1 -0.4
C 0.4933 3.2409 0.8920 0.0 -0.4 1.3
C 1.5868 2.6963 2.0325 -0.6 0.3 -0.2
C 5.0256 -5.8561 -2.0303 -0.3 0.0 0.3
B -2.2005 2.0284 -0.2886 0.8 0.6 1.2
H 2.9534 -7.5747 0.0567 0.1 0.2 -0.1
H -2.9245 3.5379 1.2653 -0.2 0.0 -2.3
H 0.5904 -2.6941 -0.5320 0.9 2.3 0.6
H -1.3731 -1.4409 0.2562 1.8 1.6 -0.8
H 1.0370 2.7241 3.0881 1.4 -0.2 -2.2
H -3.7575 5.5343 -1.7052 0.7 0.5 2.2
H 2.6366 -5.3092 0.9893 0.2 0.2 -0.2
H 1.5090 -1.5403 0.7118 -1.4 0.1 -2.1
H 1.9443 1.5891 1.7689 -0.6 2.6 0.7
H -0.8423 -0.5298 -1.3299 0.5 0.0 2.6
H -4.4184 -1.6054 0.5900 -0.3 1.4 1.0
H -4.0362 3.4430 -0.2647 2.0 0.6 0.5
H -4.4744 1.8091 -1.9267 -0.2 -0.1 1.0
H 2.4768 3.4583 2.0389 -1.5 -1.7 0.2
H -4.4317 1.1280 2.9810 -0.1 0.9 -1.4
H -2.5911 6.7710 -0.8310 -1.7 -1.8 0.4
H -1.6936 4.5533 -1.3345 -0.5 -0.4 1.1
H 4.4699 -7.9324 -1.8728 0.0 0.2 0.1
H 0.9592 4.1580 0.3174 -1.0 -2.1 0.8
H -0.0341 0.3978 1.7970 -0.7 0.4 -2.1
H 5.6923 -6.0209 -2.8739 -0.1 0.1 0.2
H 1.5394 -1.1526 -1.1897 -1.2 -0.8 2.1
H -0.4139 3.6541 1.5061 1.5 -0.9 -1.6
H 1.5970 2.4649 -1.4596 -0.8 -1.1 1.3
H -3.9766 5.8483 0.2135 1.6 -0.1 -1.8
H 5.3937 -3.7405 -1.9715 -0.3 -0.1 0.3
```
Forces are in eV/Å.

## Properties
DFT total energy   -1967.9680 hartree
Net charge   -1
E_HOMO   -4.1 eV
Multiplicity   1
M   423.13 g/mol

Mulliken atomic charge list, values in e, 2 entries: atom 1 (P): -0.76, atom 2 (P): 0.92

=====

Record 3
Molecular formula: C26H42BrDyN2O6P
Method: DFT, wB97M-V/def2-TZVPD

The geometry in XYZ format:
```
79
Properties=species:S:1:pos:R:3:forces:R:3
Dy -1.3873 0.5737 -1.1821 1.7 -1.3 1.4
Br 0.1567 -1.9569 -1.6507 0.8 -0.4 1.2
P 1.6771 0.9741 -2.5725 0.3 1.0 -0.4
O -2.6654 -1.2517 -1.8403 -1.7 1.6 0.4
O -0.5843 -0.1504 0.6616 0.3 0.0 -0.5
O -2.5276 1.6413 -5.4490 1.0 -0.2 0.4
O -3.6482 0.5913 -1.0182 0.0 0.0 0.0
O -1.7288 1.0217 -3.4425 0.4 0.6 -0.1
O -4.8650 0.0117 -3.7744 1.9 0.3 -0.7
N -1.4807 2.8388 -0.6585 -0.4 1.4 0.9
N -0.8960 3.7200 -1.5142 -0.1 1.6 -1.0
C 4.2613 -4.3880 1.7608 -1.3 -0.9 -1.7
C -0.1507 -0.3454 3.5367 -0.3 2.3 1.8
C 2.0938 2.8006 -2.9095 0.9 -1.8 -0.9
C 0.3513 1.1479 3.3158 0.3 -1.3 0.2
C -3.6211 -0.1617 -4.4873 -1.5 0.7 -1.7
C -2.4129 3.5805 0.0456 1.9 -0.8 -0.6
C 0.2393 -0.6015 5.0378 -0.4 -1.9 -0.2
C -1.0258 6.0595 -2.3426 -0.2 0.8 -1.1
C 3.1842 0.5519 -1.6414 -0.9 -1.5 1.2
C 1.9364 -3.2938 2.0060 -0.7 1.3 -1.2
C 2.9092 -4.4333 2.5039 -1.6 1.6 0.5
C -2.4267 4.8883 -0.3983 1.2 1.0 -1.1
C -4.9110 -0.7601 -2.6202 -0.5 -1.0 1.9
C -3.6809 -0.4615 -1.7105 -0.3 -1.7 -1.2
C 0.4885 -1.2443 2.5341 1.3 -2.2 -2.1
C 0.2353 -1.1257 1.1395 -2.5 1.9 0.7
C 0.6934 -2.0592 0.2554 1.3 -1.6 -0.6
C 1.3873 -2.3117 2.8400 -0.5 1.2 0.7
C 2.1030 0.2733 -4.2261 -0.8 0.8 0.1
C 2.1564 -5.8104 2.2678 1.3 0.9 0.5
C -1.4478 4.9552 -1.4562 -0.8 -0.9 2.1
C 3.2304 -4.1454 4.0114 0.0 1.5 -0.4
C -1.6984 -0.3701 3.4806 -0.4 -0.3 0.1
C -2.5515 0.9254 -4.3242 -1.3 -0.7 -1.5
C -3.1050 3.0547 1.2502 -2.1 1.7 -0.8
C 1.5328 -3.0946 0.6472 2.0 -1.5 -0.1
H -0.3107 5.7400 -3.1602 -0.8 0.3 1.0
H 2.1066 -3.7134 -0.0988 -1.2 0.5 0.5
H -1.9604 6.4473 -2.8098 0.7 -0.3 0.0
H 2.3742 -3.8846 4.6850 0.6 -0.7 -0.7
H 1.2268 3.2373 -3.3825 -0.1 0.6 -0.1
H -0.0298 3.5903 -2.0770 -1.2 -0.7 0.8
H 3.9326 -3.2346 4.0728 -0.8 -1.4 -0.1
H -0.0436 1.5710 2.3894 -0.2 0.2 0.4
H 4.4890 -3.3962 1.3333 0.2 -0.3 0.6
H 2.0979 -0.7919 -4.2686 0.1 -0.8 0.4
H 1.0835 -5.7026 2.1528 -0.1 0.0 0.2
H 3.5859 -0.4483 -1.8544 -0.4 0.1 -0.2
H 2.8511 0.5082 -0.5950 0.4 0.1 0.0
H -3.4613 2.0455 1.1365 0.4 -0.5 0.4
H 2.4167 -6.4808 3.0916 -0.3 -0.1 -0.2
H -2.0916 -1.3632 3.8559 0.3 1.1 -0.5
H -2.9256 5.7319 0.1165 0.2 -0.7 -0.8
H 0.1956 1.7170 4.2587 -0.2 0.0 -1.0
H -3.9430 -0.0986 -5.5609 0.5 0.0 1.0
H -0.3444 0.0466 5.7423 0.6 -0.5 -0.8
H -1.6244 1.9812 -5.5846 -0.3 0.5 0.1
H 3.9994 1.2184 -1.7207 0.7 1.0 -0.3
H -3.0679 -1.0988 -4.3850 -0.5 -0.2 0.6
H -4.0401 3.6819 1.2863 0.6 -0.7 0.1
H 2.4452 3.2650 -1.9985 -0.3 0.3 0.2
H -0.6211 6.9423 -1.8149 0.1 -0.6 0.0
H 1.3810 0.5844 -4.9799 -0.1 0.2 0.0
H 2.9459 2.7941 -3.6438 -0.8 0.3 0.6
H -0.0193 -1.6886 5.2851 0.4 1.4 -0.1
H -2.1072 0.4508 4.1234 0.3 -0.7 -0.4
H -4.8543 -1.8531 -2.9074 -0.4 1.0 0.6
H 3.7266 -5.0313 4.3581 0.4 -0.3 0.6
H 5.0429 -4.8187 2.3730 0.3 0.2 0.0
H -2.0510 -0.1807 2.4498 0.1 -0.3 0.6
H 3.0697 0.6529 -4.4968 0.6 0.1 -0.2
H -2.5956 3.3430 2.1584 0.5 -0.6 0.2
H 1.4287 1.0138 3.1763 0.1 0.5 0.1
H 2.5707 -6.2185 1.3527 -0.2 -0.3 -0.2
H -5.8525 -0.4549 -2.0596 1.1 -0.7 -0.8
H 1.3255 -0.4743 5.2055 -0.5 0.1 0.0
H 4.1037 -5.0698 0.8782 0.7 0.7 0.6
H 1.7234 -2.2044 3.8414 0.2 -0.6 0.8
```
Forces are in eV/Å.

## Properties
<S²>   9.333
DFT total energy   -5377.1701 hartree
Net charge   +1
E_HOMO (spin up / spin down)   -10.2 / -10.2 eV
Multiplicity   6
M   752.01 g/mol

Mulliken atomic charge list, values in e, 2 entries: atom 1 (Dy): 0.25, atom 2 (Br): -0.16

=====

Among the records above, which one has the highest M? C24H96N48O24